1.
{
  "formula": "C2H5IO",
  "method": "ωB97M-V with the def2-TZVPD basis set",
  "charge": 0,
  "smiles": "C=CO.I",
  "mol_weight_g_mol": 171.97,
  "e_homo_ev": -9.2,
  "gap_ev": 9.94,
  "symbols": ["C", "C", "O", "H", "H", "H", "H", "I", "H"],
  "coordinates": [[1.29837, -0.85487, -0.49601], [0.65684, 0.30495, -0.40121], [0.27295, 0.95480, 0.73619], [1.38246, -1.25047, -1.56273], [1.49108, -1.41547, 0.36568], [0.51180, 1.00837, -1.26972], [0.74509, 0.41237, 1.47808], [-3.23440, -0.34868, 0.40354], [-3.12419, 1.18899, 0.74616]],
  "forces_ev_per_angstrom": [[-1.087, 0.644, -2.896], [0.269, 1.651, -1.171], [1.810, -1.960, 1.982], [0.368, 0.379, 1.887], [0.395, -1.093, 0.944], [-0.204, -1.205, 0.766], [-1.558, 1.603, -1.509], [-0.065, -0.543, -0.124], [0.071, 0.524, 0.122]]
}

2.
{
  "formula": "C34H29B2Cl88O3P",
  "method": "ωB97M-V with the def2-TZVPD basis set",
  "charge": 0,
  "mol_weight_g_mol": 3658.06,
  "e_homo_ev": -7.8,
  "gap_ev": 7.28,
  "symbols": ["C", "C", "O", "C", "C", "C", "C", "C", "B", "B", "O", "O", "C", "C", "P", "C", "C", "C", "H", "H", "H", "H", "H", "H", "H", "H", "H", "H", "H", "H", "H", "H", "H", "H", "H", "H", "H", "H", "H", "H", "H", "H", "H", "H", "H", "H", "H", "C", "Cl", "Cl", "Cl", "Cl", "C", "Cl", "Cl", "Cl", "Cl", "C", "Cl", "Cl", "Cl", "Cl", "C", "Cl", "Cl", "Cl", "Cl", "C", "Cl", "Cl", "Cl", "Cl", "C", "Cl", "Cl", "Cl", "Cl", "C", "Cl", "Cl", "Cl", "Cl", "C", "Cl", "Cl", "Cl", "Cl", "C", "Cl", "Cl", "Cl", "Cl", "C", "Cl", "Cl", "Cl", "Cl", "C", "Cl", "Cl", "Cl", "Cl", "C", "Cl", "Cl", "Cl", "Cl", "C", "Cl", "Cl", "Cl", "Cl", "C", "Cl", "Cl", "Cl", "Cl", "C", "Cl", "Cl", "Cl", "Cl", "C", "Cl", "Cl", "Cl", "Cl", "C", "Cl", "Cl", "Cl", "Cl", "C", "Cl", "Cl", "Cl", "Cl", "C", "Cl", "Cl", "Cl", "Cl", "C", "Cl", "Cl", "Cl", "Cl", "C", "Cl", "Cl", "Cl", "Cl", "C", "Cl", "Cl", "Cl", "Cl"],
  "coordinates": [[4.78895, 1.51079, 4.37949], [5.06010, -0.07851, 3.98095], [4.43465, -0.48464, 2.70559], [4.06306, -1.93486, 2.73894], [2.40167, -1.98162, 2.89593], [1.81976, -3.46743, 3.27148], [0.24887, -3.47619, 3.77625], [-0.82656, -3.08329, 2.60407], [-1.82001, -1.80172, 3.02683], [-1.16013, -0.29627, 2.91749], [-0.04403, 0.14401, 3.78950], [-1.68882, 0.61036, 1.86257], [-1.87421, 1.98102, 2.36006], [-2.08914, 2.93378, 1.00464], [-3.60148, -2.25555, 3.53760], [-4.70354, -0.98357, 2.55250], [-4.02054, -1.93436, 5.34841], [-3.05874, -0.96601, 6.21478], [5.75038, 2.13954, 4.14174], [4.51357, 1.61611, 5.52002], [3.89217, 1.95856, 3.75975], [4.67670, -0.70977, 4.91469], [6.23275, -0.19787, 3.94547], [4.38265, -2.50647, 1.75068], [4.59667, -2.49946, 3.63384], [2.15529, -1.27754, 3.80342], [1.98130, -1.56886, 1.88346], [2.47965, -3.87634, 4.17273], [2.01182, -4.16366, 2.33918], [0.01402, -4.60290, 4.08281], [0.07954, -2.82360, 4.74528], [-0.28310, -2.78530, 1.59173], [-1.52219, -3.99624, 2.33028], [-0.26158, 0.04176, 4.76160], [-0.94302, 2.43523, 2.91805], [-2.83063, 2.06498, 3.03811], [-1.51456, 2.51213, 0.06103], [-3.23637, 3.08082, 0.79886], [-1.58513, 3.99076, 1.22949], [-4.42579, 0.11744, 2.83303], [-4.72492, -1.21348, 1.40355], [-5.81126, -1.20071, 2.93873], [-5.11821, -1.46627, 5.38032], [-4.12201, -2.97194, 5.92780], [-2.93878, -1.46633, 7.29291], [-1.97531, -0.78689, 5.82579], [-3.64567, 0.05040, 6.43141], [2.08873, 2.32006, -0.36520], [2.65664, 1.16491, -1.59718], [3.44431, 3.35714, 0.14630], [0.79319, 3.33202, -1.05225], [1.46085, 1.42621, 1.04237], [4.18876, 7.20661, 0.25788], [4.55573, 7.81140, -1.37743], [2.50822, 6.61679, 0.30978], [5.29904, 5.87265, 0.66084], [4.39196, 8.52557, 1.43834], [6.88875, 2.42238, -1.84739], [8.65725, 2.45147, -2.06241], [6.28252, 4.09007, -1.68595], [6.13099, 1.64941, -3.26260], [6.48420, 1.49863, -0.37855], [1.78876, 10.48369, -2.14253], [2.01236, 9.08452, -1.06224], [0.13959, 10.45612, -2.81653], [2.02870, 11.98973, -1.22123], [2.97431, 10.40436, -3.47017], [0.58876, 13.57772, -5.84552], [1.76246, 13.01761, -7.06346], [-0.96366, 12.73691, -6.08595], [1.21033, 13.22207, -4.21405], [0.34582, 15.33427, -6.01864], [1.18873, 6.07353, -4.26637], [0.80367, 6.01354, -6.00498], [1.62406, 7.74040, -3.81160], [-0.23165, 5.55287, -3.32512], [2.55890, 4.98740, -3.92373], [4.18873, -0.87319, -5.55597], [3.83693, -0.46282, -3.85817], [4.77125, -2.55431, -5.65226], [2.70538, -0.70207, -6.52803], [5.44142, 0.22636, -6.18542], [1.48873, -0.95737, 7.64036], [-0.25924, -0.67010, 7.44871], [2.11134, 0.04020, 8.97902], [1.77166, -2.67905, 8.00130], [2.33122, -0.52044, 6.13246], [-2.11127, 9.35298, -7.88031], [-2.59139, 8.09816, -9.05060], [-1.52271, 10.78843, -8.75659], [-3.51636, 9.80197, -6.88098], [-0.81456, 8.72343, -6.83310], [2.68873, -6.56003, 5.90990], [2.33693, -6.14966, 7.60770], [3.27125, -8.24116, 5.81361], [1.20538, -6.38891, 4.93784], [3.94142, -5.46048, 5.28045], [5.38876, -6.50129, -6.20453], [6.43245, -5.06672, -6.03908], [3.82584, -6.02033, -6.91216], [6.18039, -7.69237, -7.26716], [5.11627, -7.22573, -4.59973], [-0.61124, 0.98107, -8.26334], [-0.38764, -0.41810, -7.18306], [-2.26041, 0.95350, -8.93734], [-0.37130, 2.48711, -7.34205], [0.57431, 0.90174, -9.59098], [2.68876, 4.35116, 9.41423], [2.91236, 2.95200, 10.49451], [1.03959, 4.32359, 8.74023], [2.92870, 5.85721, 10.33552], [3.87431, 4.27184, 8.08659], [9.28875, -1.28187, 2.86241], [10.67931, -0.16988, 2.92934], [8.46175, -1.29440, 4.44061], [8.15356, -0.73812, 1.60138], [9.86034, -2.92512, 2.47841], [-2.41125, -2.64341, -10.58118], [-1.02069, -1.53141, -10.51425], [-3.23825, -2.65594, -9.00298], [-3.54644, -2.09966, -11.84221], [-1.83966, -4.28666, -10.96518], [2.08874, -8.04340, -1.87623], [0.91537, -7.94054, -0.53934], [1.59206, -9.32963, -3.00481], [2.14447, -6.48539, -2.73880], [3.70307, -8.41812, -1.22203], [-5.41127, -1.53319, -1.68254], [-5.89962, -2.37253, -3.17642], [-4.81371, 0.09643, -2.08507], [-6.81327, -1.39888, -0.59127], [-4.11841, -2.45772, -0.87741], [-8.51325, 0.03526, -5.49137], [-7.33955, -0.52485, -6.70931], [-10.06567, -0.80555, -5.73180], [-7.89169, -0.32038, -3.85990], [-8.75620, 1.79181, -5.66449], [-8.46569, -3.78868, 2.50950], [-9.58748, -3.97251, 3.88153], [-6.84654, -3.36262, 3.11909], [-8.37573, -5.32187, 1.60630], [-9.05293, -2.49769, 1.43111], [-10.86567, 1.48035, 0.83203], [-10.54490, 3.19244, 1.20688], [-11.41633, 0.64285, 2.30517], [-12.12917, 1.37299, -0.41960], [-9.37230, 0.71306, 0.23573], [-11.42917, -7.36481, -0.21308], [-12.28641, -8.14728, 1.13878], [-11.46959, -5.59650, 0.00194], [-9.73668, -7.92071, -0.24444], [-12.22400, -7.79465, -1.74864], [6.11358, -11.60363, 0.30467], [5.62522, -12.44296, -1.18921], [6.71113, -9.97400, -0.09785], [4.71157, -11.46931, 1.39595], [7.40644, -12.52815, 1.10980]],
  "forces_ev_per_angstrom": [[-0.251, -0.087, -0.554], [0.546, 0.837, 1.387], [0.592, -1.613, 1.893], [-1.012, -0.626, 0.077], [0.816, -0.152, 0.555], [0.591, 0.525, 0.386], [0.072, -1.010, -0.334], [-0.633, -0.067, -1.068], [1.912, -1.653, -0.045], [0.838, 2.827, -0.694], [-2.821, -0.290, -0.107], [1.163, -0.476, 3.565], [0.109, 1.901, -1.521], [0.332, 0.456, 0.663], [-2.273, -0.348, -0.621], [-1.047, 0.498, 0.714], [-0.811, 0.275, 1.682], [-0.827, 0.195, 1.727], [-1.926, -1.154, 0.515], [0.678, -0.278, -2.269], [1.768, -1.000, 1.165], [0.674, 1.021, -2.228], [-2.496, 0.017, -0.157], [-0.520, 1.555, 1.890], [-1.100, 1.269, -1.704], [0.315, -1.231, -2.229], [0.566, -0.677, 2.080], [-1.555, 0.958, -2.073], [-0.714, 1.135, 1.910], [0.321, 2.850, -0.648], [0.621, -1.154, -1.888], [-0.793, -0.631, 2.085], [1.521, 1.592, 0.644], [0.541, -0.089, -1.651], [-1.765, -1.361, -0.936], [1.852, -0.296, -1.224], [-1.428, 0.582, 2.176], [2.341, -0.312, 0.208], [-1.288, -2.164, -0.477], [-0.551, -1.936, -0.930], [0.375, 0.636, 2.386], [2.525, 0.745, -0.848], [2.333, -1.080, -0.236], [0.341, 2.164, -1.518], [-0.164, 1.126, -2.279], [-2.435, -0.331, 0.288], [1.660, -2.001, -0.678], [0.013, -0.140, 0.311], [-0.237, 0.446, 0.364], [-0.545, -0.456, -0.177], [0.515, -0.218, 0.091], [0.185, 0.250, -0.337], [0.100, 0.076, -0.009], [0.942, -0.772, 0.315], [0.425, -0.173, 0.199], [-0.281, 0.640, 0.141], [-0.026, -0.323, -0.252], [-0.004, -0.011, -0.126], [-0.378, -0.008, 0.066], [0.321, -0.579, -0.243], [0.381, 0.386, 0.513], [0.042, 0.236, -0.345], [-0.146, -0.047, 0.243], [-1.252, 1.562, -0.121], [0.253, -0.019, 0.293], [-0.017, -0.295, -0.191], [-0.020, 0.219, 0.326], [-0.012, -0.003, 0.094], [-0.283, 0.100, 0.276], [0.414, 0.281, 0.191], [-0.150, 0.443, -0.591], [0.055, -0.410, 0.024], [0.111, -0.029, 0.076], [0.145, -0.128, 0.418], [-0.179, -1.186, -0.719], [0.215, 0.201, -0.287], [-0.306, 0.254, -0.050], [-0.103, -0.112, -0.065], [0.010, -0.409, -0.644], [-0.229, 0.674, 0.050], [0.491, -0.025, 0.321], [-0.282, -0.254, 0.099], [0.259, 0.022, 0.177], [0.726, -0.087, 0.178], [-0.195, -0.239, -0.409], [-0.107, 0.416, -0.185], [-0.316, -0.066, 0.628], [0.091, 0.034, -0.010], [0.110, 0.289, 0.294], [-0.189, -0.449, 0.070], [0.321, -0.077, -0.213], [-0.410, 0.258, -0.298], [0.014, -0.092, -0.050], [0.081, -0.124, -0.375], [-0.128, 0.429, 0.036], [0.601, -0.403, 0.457], [-0.085, -0.473, 0.339], [-0.033, -0.115, 0.024], [-0.088, -0.570, -0.070], [0.382, -0.100, 0.188], [-0.188, 0.303, 0.253], [0.108, 0.184, -0.419], [-0.155, 0.057, 0.061], [-0.214, 0.348, -0.276], [0.292, 0.306, 0.350], [-0.018, -0.390, -0.231], [-0.048, 0.241, 0.365], [-0.005, 0.045, -0.069], [-0.015, 0.393, -0.154], [0.408, -0.020, 0.166], [-0.060, -0.395, -0.225], [-0.301, -0.007, 0.326], [-0.002, 0.009, -0.099], [-0.348, -0.273, -0.004], [0.387, -0.095, -0.296], [0.295, -0.157, 0.362], [-0.143, 0.395, 0.107], [0.077, -0.010, -0.031], [-0.395, -0.766, -0.278], [0.196, 0.000, -0.358], [0.259, -0.113, 0.305], [-0.153, 0.368, 0.093], [-0.041, 0.046, -0.029], [0.291, -0.028, -0.309], [0.141, 0.314, 0.274], [-0.060, -0.369, 0.243], [-0.353, 0.055, -0.160], [0.137, 0.033, -0.137], [0.686, -0.366, 0.647], [-0.109, -0.384, 0.131], [0.414, -0.113, -0.325], [-0.303, 0.170, -0.226], [-0.059, 0.093, 0.141], [-0.248, 0.115, 0.289], [0.374, 0.194, 0.050], [-0.767, 0.594, -0.727], [0.055, -0.397, 0.004], [0.099, -0.120, 0.068], [0.209, 0.047, -0.330], [-0.548, -0.473, -0.214], [0.050, 0.438, 0.283], [-0.072, -0.314, 0.375], [-0.064, 0.011, 0.023], [-0.065, -0.434, -0.100], [0.149, 0.188, -0.363], [0.328, 0.019, 0.307], [-0.329, 0.248, 0.086], [-0.055, 0.085, 0.022], [0.224, 0.191, -0.330], [-0.071, -0.453, -0.099], [-0.383, 0.080, -0.025], [0.208, 0.095, 0.376], [-0.043, -0.063, 0.003], [0.116, 0.233, 0.372], [-0.113, -0.358, 0.095], [0.341, -0.012, -0.279], [-0.315, 0.243, -0.203]]
}